1.
96
Properties=species:S:1:pos:R:3:forces:R:3 method="wB97M-V/def2-TZVPD" multiplicity=1 total_charge=+1
C 3.839152 -0.289265 0.410322 -0.3144 0.0410 -0.3072
C 3.600447 -0.968331 -1.030657 1.6485 -3.1604 0.6058
O 3.753939 -2.247939 -1.065347 -1.4956 4.7913 -0.3828
N 3.204324 -0.199326 -2.228242 -0.2306 -0.8849 3.3733
C 1.849344 -0.671064 -2.610413 -0.4181 0.2701 -0.9697
C 0.878090 0.563809 -3.126775 0.6388 -1.6567 1.5339
C -0.636383 0.172199 -2.680746 0.1644 0.8755 0.3333
C -1.729341 1.341821 -3.027892 -0.0472 -0.2210 1.9422
C -2.447895 1.705430 -1.637436 -1.5627 -1.0235 -0.0302
C -3.586488 1.049819 -1.098898 2.4872 2.1077 0.5580
C -4.476920 -0.145054 -1.658393 0.3075 2.1672 -0.6660
O -5.283440 -0.623017 -0.551204 0.9654 -3.0527 -0.9228
C -5.255361 -2.014898 -0.440195 -1.9021 -0.3239 1.9558
F -5.868256 -2.322192 0.803429 1.4967 0.6812 -2.7412
F -6.061758 -2.669805 -1.407096 2.5837 1.4320 1.8347
F -3.962208 -2.567597 -0.367892 -2.5786 1.0515 -0.7574
C -3.782015 1.804727 0.283174 -2.2247 -0.9859 2.2509
O -4.494688 1.511169 1.264842 2.5362 1.0114 -3.7242
O -2.958924 2.980984 0.369660 0.8145 -2.1592 -1.4789
C -1.950580 2.827615 -0.631909 1.4790 0.6048 -0.9592
O -0.892922 3.468484 -0.689421 -4.0440 -2.1012 0.2470
H 4.133723 -1.080517 1.179100 -0.3747 0.8569 -1.4295
H 4.685135 0.478066 0.398049 -0.9513 -0.9240 -0.3273
H 2.864815 0.193917 0.786337 1.0376 -0.3478 -0.6376
H 3.199570 0.802155 -1.959669 0.1256 -1.0790 -0.5763
H 1.980413 -1.465379 -3.414851 -0.4760 0.9890 0.9791
H 1.392237 -1.190032 -1.691944 3.0376 1.0307 -3.8608
H 0.976010 0.682842 -4.250804 0.1058 0.0530 2.0359
H 1.206701 1.485833 -2.544231 -0.6341 -1.0443 -0.9356
H -1.017007 -0.836700 -3.115671 0.7249 1.7049 0.5855
H -0.610571 0.063736 -1.510038 -1.1264 2.1446 -3.2300
H -2.488428 0.914490 -3.769428 1.0521 0.7870 1.1165
H -1.246011 2.287590 -3.485134 0.1514 -3.9244 2.0145
H -5.175029 0.328142 -2.445516 0.8308 -0.8030 1.2290
H -3.888772 -0.946674 -2.206138 -0.5045 0.9545 1.0317
K -1.959222 3.797292 -4.267611 -0.2356 1.8434 -1.3670
C 3.082338 4.523526 -0.922451 0.3195 -0.7852 0.4028
Cl 3.065507 2.948389 -1.747762 0.0210 2.0605 1.9112
Cl 2.302598 5.738805 -1.959837 0.0175 -0.1338 0.1095
Cl 2.196208 4.412657 0.624294 -0.1583 0.2648 0.2802
Cl 4.760511 5.007601 -0.604632 -0.3804 -0.0486 -0.0674
C 8.235804 0.269358 1.195757 0.7284 -0.0023 0.3438
C 7.848802 0.174541 -0.293684 -0.1582 1.3795 0.7030
C 8.265495 1.477798 -1.003666 0.7264 0.2849 -0.1970
O 6.517888 0.065126 -0.372450 -0.9206 -0.8166 -0.3587
H 7.746467 1.110218 1.699324 -0.1108 -0.0371 -0.2499
H 7.972148 -0.646575 1.734671 -0.0839 0.0262 -0.1745
H 9.318775 0.410615 1.301545 0.0465 -0.0179 0.0603
H 8.485283 -0.620529 -0.721805 -0.2892 -0.4304 -0.2369
H 7.777112 2.359210 -0.574403 -0.1273 -0.2373 0.0775
H 8.023842 1.444766 -2.070272 -0.1107 -0.1205 0.1569
H 9.348899 1.630319 -0.918239 0.0548 0.0223 -0.0304
C 4.008736 -2.608719 -5.993482 0.2108 0.1982 0.2578
Cl 2.754429 -1.359823 -6.069270 0.1199 -0.1186 -0.0647
Cl 4.596983 -2.746160 -4.323930 -0.1908 0.0296 -0.3239
Cl 3.328294 -4.167268 -6.516317 0.0393 0.0790 0.0112
Cl 5.354888 -2.163508 -7.062541 -0.2417 -0.1010 0.1406
C 0.154056 0.389603 3.358114 0.1505 -0.0555 -0.1601
C -1.012515 -0.307751 2.668817 0.1429 0.0482 0.1907
C -2.378116 0.036463 3.265162 0.0143 -0.2982 -0.3651
C -2.673818 -0.387861 4.703897 -0.0968 0.0602 -0.2807
N -2.696636 -1.894761 4.988076 -0.2614 -0.3603 0.2399
C -1.306734 -2.446707 5.309627 0.0474 0.2106 -0.0321
C -1.124918 -2.171526 6.785203 0.2800 0.1409 0.0784
C -2.477615 -2.520875 7.367314 -0.1862 -0.2922 0.4743
C -3.495926 -2.150135 6.296161 0.0110 0.0678 -0.0622
C -3.338565 -2.672536 3.864699 0.1918 0.3467 0.2482
H 0.189829 0.173984 4.428474 0.0349 0.0184 -0.0187
H 1.099157 0.060157 2.919304 0.0144 0.1190 0.1316
H 0.086343 1.472813 3.231890 0.0082 -0.0836 0.0512
H -0.848759 -1.390553 2.657798 -0.0192 -0.0628 0.0090
H -1.016685 0.001314 1.617482 -0.1697 0.1020 0.0126
H -3.158793 -0.350406 2.603672 -0.0642 0.0945 0.1324
H -2.491685 1.125688 3.227318 -0.0862 -0.1133 0.1770
H -3.676326 -0.021744 4.937664 0.1124 -0.1270 0.0339
H -1.982188 0.073679 5.411331 -0.0217 -0.2171 0.0099
H -1.320906 -3.522268 5.111383 -0.0993 0.1539 -0.0330
H -0.552828 -1.970329 4.688418 -0.1611 -0.0159 -0.1238
H -0.887424 -1.118877 6.963644 0.0580 -0.0858 -0.0668
H -0.320601 -2.768195 7.219981 -0.0470 0.0906 -0.1439
H -2.667773 -2.000259 8.307285 -0.0420 -0.0566 -0.1174
H -2.535137 -3.593433 7.574399 0.0302 0.1274 -0.0188
H -4.058157 -1.251833 6.552298 0.0973 -0.0721 -0.2267
H -4.197292 -2.967979 6.123683 0.0580 0.2143 -0.1753
H -2.708951 -2.608114 2.978510 -0.1295 0.0564 0.0613
H -4.327353 -2.250945 3.677836 0.1156 -0.0732 -0.0776
H -3.423582 -3.716425 4.168151 0.0092 0.1551 0.0418
Cl -0.794134 0.437005 -5.352083 -1.4078 -0.0154 -2.6005
K 0.118122 -1.328666 -0.575193 -1.2131 -2.5397 4.0316
Cl 3.326807 2.574640 -4.212455 -0.1961 -0.7181 -2.4542
C -6.155557 2.767193 -7.673778 -0.0413 0.5700 -0.6937
Br -6.141199 1.918217 -5.921481 -0.0029 -0.3056 -0.0321
Br -7.566682 4.083231 -7.825301 0.3993 -0.4061 0.1831
Br -4.421153 3.500144 -8.117885 -0.3223 -0.2038 0.1861
H -6.366657 1.988262 -8.404043 0.0121 0.1682 0.1937
Li -5.632327 -0.672863 -6.907616 0.2007 0.1566 0.1212

2.
87
Properties=species:S:1:pos:R:3:forces:R:3 method="wB97M-V/def2-TZVPD" multiplicity=1 total_charge=0 de_lowest_ev=0.0000
O -4.302495 -0.537629 -2.584868 0.7080 0.6756 0.1147
C -3.663008 0.217838 -3.279963 -2.5125 -0.5183 -1.4784
C -4.218365 1.106305 -4.420434 0.0722 0.8647 1.3234
C -3.002417 1.976297 -4.788432 -0.4372 -0.8942 -0.3091
C -1.836219 1.086601 -4.358220 0.3381 0.2701 -1.1438
O -2.360447 0.278458 -3.316004 2.0463 -0.4821 1.2806
H -4.561832 0.476017 -5.247997 -0.0498 0.0963 0.2912
H -5.027975 1.744011 -4.007505 0.2256 -0.6662 -0.4642
H -3.065542 2.166507 -5.863223 0.5511 0.3880 0.2658
H -2.975232 2.863351 -4.179791 -0.2063 0.5614 -0.0677
H -1.529705 0.418109 -5.173367 -0.0390 -0.0043 0.1324
H -0.929634 1.626706 -4.031557 -0.6295 -0.2344 0.2141
O 2.779356 1.739912 0.126579 0.2545 0.2200 -0.1187
C 3.257297 2.794651 0.468286 -0.7628 -0.5713 0.3143
C 3.221751 3.365413 1.863698 2.3336 0.1992 -0.6999
C 4.111244 4.659048 1.756926 -2.2525 -0.2512 -0.2097
C 4.380661 4.799822 0.234792 1.1111 0.6053 -0.1533
O 3.813809 3.636791 -0.386513 0.0000 0.4610 -0.7572
H 2.176124 3.499783 2.071976 -0.2631 0.1350 0.6490
H 3.778427 2.692049 2.526111 -0.8774 -0.1936 0.0700
H 3.407085 5.444443 2.062867 0.8278 0.3001 0.1051
H 4.951905 4.564007 2.432102 0.2820 0.2798 -0.2668
H 3.952143 5.762796 -0.180384 0.1473 -1.3663 0.2883
H 5.453592 4.757773 -0.089927 -0.8044 0.2513 0.7161
O 6.847213 2.285198 2.909863 -0.9306 -1.4778 -1.3031
C 6.267065 1.383714 2.313497 0.9369 1.2989 0.6116
C 5.407432 0.322893 2.947584 0.8004 -1.4271 -1.9009
C 4.606249 -0.314220 1.779076 2.4118 -0.3676 0.1868
C 5.484675 0.087179 0.535499 0.4326 -0.4407 0.6699
O 6.277145 1.264083 0.963468 -0.8097 -0.2822 0.1367
H 6.007960 -0.449258 3.431579 0.2645 0.2852 0.0594
H 4.857188 0.809985 3.673272 -1.3919 0.7389 1.5793
H 4.523917 -1.413153 1.922249 -0.1061 0.7774 -0.3424
H 3.672464 0.148963 1.695309 -1.5271 0.4097 -0.2400
H 6.277177 -0.669482 0.302403 -0.9707 0.4097 -0.0501
H 4.841911 0.337592 -0.336738 0.7653 0.0417 0.5863
O -3.925624 3.696221 -1.787406 -0.0607 0.0679 -0.5080
C -3.255859 2.911937 -1.178688 -0.5081 0.1821 0.8414
C -3.681375 2.068936 0.000247 -0.1666 0.0357 1.2123
C -2.456605 1.201880 0.266425 0.3807 -0.9378 2.3900
C -1.334171 1.903852 -0.415066 -0.1929 0.8721 -0.2133
O -1.956604 2.723707 -1.416022 0.2126 0.8504 -0.5808
H -3.929328 2.722225 0.891201 0.2321 -0.4780 -1.1455
H -4.574577 1.481857 -0.230349 0.1296 0.2020 -0.0670
H -2.109556 1.151266 1.343116 -0.9632 0.0477 -0.8833
H -2.581932 0.169861 0.003339 -0.1432 -0.4417 -0.6688
H -0.872746 2.520607 0.361277 0.4214 0.3660 -0.5781
H -0.617618 1.370135 -0.987073 0.7444 -0.9571 0.1382
O -1.733292 -3.651542 5.291834 0.8483 -0.1671 1.5820
C -2.439059 -3.451639 4.364092 0.6820 -0.2252 0.5060
C -3.595066 -4.239715 3.954178 -1.3405 -1.0545 -1.1544
C -4.303494 -3.340761 2.962862 -1.5655 -0.0716 -0.5963
C -3.163440 -2.524940 2.444393 1.1262 -1.0528 -1.0087
O -2.185651 -2.473362 3.508740 -0.4139 1.2769 -1.1219
H -3.234498 -5.122389 3.364460 -0.2163 0.4378 0.9237
H -4.209547 -4.516592 4.803398 0.1304 -0.3574 0.0223
H -4.842259 -3.935075 2.152052 0.6268 1.0504 1.0549
H -4.988740 -2.632085 3.449690 -0.1901 -0.5321 0.0095
H -2.716744 -3.052485 1.601377 0.2795 0.0599 0.1308
H -3.383439 -1.558604 2.065047 -0.2612 1.0619 0.1626
O -0.378442 -1.604674 -0.289973 -0.6520 -0.3420 0.1642
C 0.458983 -1.842367 -1.101069 1.0668 0.4214 -0.8126
C 0.581665 -2.960949 -2.185724 -1.7377 2.0446 0.4922
C 2.015648 -3.029890 -2.519492 0.1355 1.5717 -0.7210
C 2.356862 -1.488664 -2.277885 1.2398 -1.5732 0.0978
O 1.539925 -1.013094 -1.231604 -0.9280 -0.7507 0.1058
H 0.198525 -3.819858 -1.720687 -0.8980 -1.3235 0.0768
H -0.050210 -2.555051 -3.008105 0.1829 -0.6481 0.3716
H 2.441552 -3.737869 -1.823325 0.8203 0.1947 0.0944
H 2.205535 -3.336795 -3.566000 0.0499 0.1898 0.6408
H 3.370309 -1.407793 -1.892268 0.2014 0.3906 -0.5485
H 2.149043 -0.904105 -3.172460 0.3315 0.0046 -0.1050
Cl 0.283489 5.708427 0.818709 -0.1690 -0.3553 -0.4503
C -0.502149 5.600037 -0.828552 0.9747 1.0457 0.6723
Cl 0.658484 5.038948 -2.056986 -0.4991 0.1723 0.4274
H -1.327918 4.913155 -0.740714 -0.1103 0.0059 -0.2281
H -0.759939 6.662624 -0.983100 -0.1336 -0.9020 -0.4408
Cl -3.238958 -4.121835 -0.570740 -0.2716 -0.4003 -0.0890
C -3.133390 -5.811160 -0.023105 1.4238 -0.5159 -0.6473
Cl -4.471857 -6.441761 0.887007 -0.4961 0.1452 0.4276
H -3.038304 -6.464197 -0.893966 -0.0828 0.4224 -0.0121
H -2.197444 -5.919643 0.547229 -0.5715 0.1732 0.0486
Cl -0.503546 -5.032561 2.775467 0.2658 -0.8865 -0.0434
C -0.076169 -3.845104 1.559968 0.9245 0.7798 1.5517
Cl 1.509626 -4.144301 0.801595 0.0099 0.0386 0.4368
H -0.764686 -3.903239 0.780217 -1.1432 0.2012 -1.0857
H -0.116336 -2.894133 2.130228 0.3358 -0.4317 -0.9612

3.
83
Properties=species:S:1:pos:R:3:forces:R:3 method="wB97M-V/def2-TZVPD" multiplicity=1 total_charge=0
C 0.266795 -3.428682 0.327923 7.3470 6.6585 0.0880
C 1.319589 -2.472191 0.207619 -7.4879 -5.5317 1.1636
C 2.255102 -1.136681 0.123448 0.1055 -0.5037 -0.1764
C 1.656858 0.051631 -0.893282 1.3916 -2.1395 -2.1748
C 1.681760 -0.760326 -2.372224 -0.7916 0.2265 -0.7300
C 0.223648 -1.377413 -2.795273 -0.2748 -0.7108 -1.4481
C -0.698848 -0.330525 -3.718512 1.0395 0.2451 -0.4509
C -1.800765 -1.094782 -4.661387 0.1048 1.4150 0.5987
C -2.992006 -1.639893 -3.676394 0.6713 -0.0870 -0.7108
C -3.099787 -3.268977 -3.842080 -0.8485 1.6574 -0.6699
O -2.503974 -3.897655 -2.650772 -3.7145 -0.7671 2.2614
C -3.477408 -4.020822 -1.553637 -3.8611 2.7481 0.9676
O -4.621538 -3.299452 -1.444800 7.3779 -4.5856 -1.1909
C -3.180478 -5.123927 -0.359158 3.0759 -2.3612 -1.2188
C -2.177847 -6.223034 -0.481987 -2.8396 2.4850 0.4338
C 2.718024 1.267431 -1.125992 1.0250 0.9144 -0.4416
C 3.696115 1.676051 0.103364 1.7756 0.8454 -0.2159
O 3.595822 3.121276 0.438073 0.9962 -1.1999 -0.5285
C 5.288729 1.457567 -0.362244 0.8141 -1.2334 0.6850
F 5.525373 0.033569 -0.808949 -0.5127 4.7844 1.0814
F 6.140323 1.602666 0.877550 -2.2502 -0.1025 -4.2307
F 5.719448 2.419672 -1.413339 -1.0666 -3.4410 3.5951
O 0.266732 0.357097 -0.735175 0.6811 1.2099 1.4277
C -0.190398 1.258135 0.271290 -1.9394 1.4494 1.3524
C 0.408138 1.163297 1.776814 0.3054 0.2990 1.1401
C 0.125427 -0.216806 2.604974 1.2610 -0.1673 0.5730
N -0.694111 0.140608 3.856997 0.3620 -2.6823 0.8524
C 0.222054 0.037249 5.092944 0.7033 0.1154 1.3042
C 1.371089 1.204537 5.156490 0.7705 0.3418 0.3174
C -1.798307 -0.878412 4.045522 -6.3132 1.7613 -0.0755
C -1.571977 -2.512271 4.123937 0.1558 0.5089 0.1806
O -3.053510 -0.421577 4.112732 7.6203 -2.8093 -0.2225
C -0.111821 2.873936 -0.160215 2.2504 1.0252 -0.9848
N -0.249814 3.109607 -1.647143 0.0004 -0.1060 1.2267
O -0.965701 3.743359 0.658690 0.5392 0.0116 -1.4579
C -1.047036 5.115956 0.143164 -0.6805 1.6881 0.1927
C 0.385739 5.891171 -0.026817 -0.0428 -0.5582 -1.1609
C -1.832929 0.947233 0.403146 -2.4554 -1.1331 0.2237
F -2.636194 1.581532 -0.672296 2.4691 -1.8878 3.2212
F -2.125164 -0.531104 0.277615 0.8614 4.5333 0.4268
F -2.426236 1.368496 1.685478 1.9821 -1.3753 -4.3626
H -0.517078 -4.241855 0.708958 2.2597 2.1526 -1.2622
H 2.461601 -0.760259 1.206726 -0.6286 -0.8441 -1.8729
H 3.310919 -1.423300 -0.345216 -2.3336 0.4949 1.0829
H 1.977234 -0.017540 -3.259112 -0.5945 -1.4550 2.0610
H 2.488706 -1.620897 -2.370475 -1.6151 1.8135 0.2101
H -0.386113 -1.865880 -1.917239 1.3368 1.2573 -1.6513
H 0.461241 -2.277837 -3.543815 -0.4157 1.8070 1.5925
H -1.181936 0.504052 -3.047613 0.7701 -1.7404 -1.2746
H 0.042534 0.241224 -4.456254 -1.3775 -1.1786 1.5953
H -2.232602 -0.298063 -5.434489 0.9001 -1.6788 1.6736
H -1.270386 -1.914005 -5.306847 -1.0376 1.3358 1.3827
H -3.997219 -1.111154 -3.972137 1.8930 -1.1981 0.7228
H -2.695883 -1.331291 -2.563042 -0.8912 -0.9208 -2.4184
H -2.498403 -3.637868 -4.775732 -0.9452 0.6358 2.0477
H -4.227860 -3.523392 -4.022522 2.1791 0.0472 0.7905
H -3.815687 -5.048997 0.624331 0.9556 -0.1181 -2.5406
H -2.291391 -7.159004 0.237430 0.5011 2.4097 -1.3748
H -1.318193 -6.250166 -1.275712 -2.1598 0.1028 1.3734
H 2.234123 2.281982 -1.527537 0.7402 -2.4815 1.0488
H 3.461198 0.954025 -2.010066 -1.7964 0.4402 2.0105
H 3.587253 1.091914 1.100704 0.2040 0.7257 -1.9537
H 4.500780 3.537988 0.539777 -1.4461 -0.9499 -0.1149
H 1.578206 1.368687 1.871594 -2.4880 -0.3174 -0.8258
H -0.080651 2.041164 2.423732 0.8888 -1.9754 -1.6733
H 1.166785 -0.612349 3.034590 -2.0558 0.6971 -1.2248
H -0.322464 -1.101540 1.989751 0.6023 1.8708 0.9802
H 0.785316 -1.007326 5.144041 -1.0877 1.9883 -0.2089
H -0.391039 0.111508 6.107549 0.9091 -0.0739 -2.4316
H 2.364190 0.887002 4.575140 -2.2818 0.7263 1.0482
H 1.013729 2.266779 4.778153 0.5518 -2.3766 0.6199
H 1.730680 1.379420 6.280499 -0.9291 -0.5863 -2.3894
H -0.445806 -2.712918 4.398722 -2.2801 0.1568 -0.6695
H -1.865565 -3.032757 3.093810 0.7359 1.3583 2.2058
H -2.286769 -2.945178 4.965579 1.5712 1.0922 -1.8425
H 1.011337 3.178883 0.109735 -2.2409 -0.7562 -0.6556
H -1.230382 3.289326 -1.950324 1.2794 -0.2491 0.4436
H 0.425030 3.819667 -2.012567 -1.2148 -0.8354 0.7038
H -1.674431 5.205629 -0.868365 1.4470 -0.4511 2.1461
H -1.684268 5.733822 0.941502 1.4201 -1.7188 -1.5717
H 1.212383 5.379543 0.624324 -1.6294 1.3012 -0.9556
H 0.230481 7.033439 0.173259 0.4688 -2.2792 -0.1215
H 0.759481 5.799975 -1.156932 -0.7727 0.2301 2.4321

| no. | HOMO (eV) | E_LUMO (eV) |
| --- | --- | --- |
| 1 | -5.832 | -4.78 |
| 2 | -10.005 | 0.36 |
| 3 | -9.440 | -0.33 |